[1]
The following is a quantum chemistry calculation of an isolated ion of composition C5H8O and charge +1, from OMol25.

The value obtained for the HOMO-LUMO gap (alpha / beta) is 9.02 / 8.77 eV. The calculation puts the energy above the lowest of the compared OMol25 structures with the same formula, charge and spin at 0.1417 eV. The energy is -270.2170 Ha.

The geometry in ORCA input format:
```
! RIJCOSX wB97M-V def2-TZVPD def2/J DEFGRID3
* xyz 1 2
C -2.472 -0.732 0.779
C -1.033 -0.417 0.782
C -0.250 0.373 -0.048
C 1.156 0.344 0.090
C 1.965 0.731 -0.962
O 3.147 0.161 -1.049
H -2.739 -1.199 1.720
H -2.761 -1.429 -0.017
H -3.092 0.136 0.533
H -0.371 -1.021 1.400
H -0.587 0.954 -0.900
H 1.619 -0.161 0.932
H 1.738 1.582 -1.586
H 3.682 0.679 -1.673
*
```

[2]
The following is a quantum chemistry calculation of C8H13FLaN2O4S as an isolated structure, from OMol25.

The value obtained for the HOMO-LUMO gap is 5.67 eV. The calculation puts the energy above the lowest of the compared OMol25 structures with the same formula, charge and spin at 0.0000 eV. The energy is -1251.3196 Ha.

The geometry in ORCA input format:
```
! RIJCOSX wB97M-V def2-TZVPD def2/J DEFGRID3
* xyz 3 1
C -2.739 0.981 1.417
C -2.472 -0.595 1.708
O -3.019 -1.011 2.622
N -1.581 -1.463 0.864
C -2.127 -2.081 -0.332
C -0.215 -0.903 0.741
N 0.947 -1.683 1.127
C 2.118 -0.818 0.824
O 3.222 -1.066 1.178
C 1.609 0.328 -0.058
S 2.691 0.849 -1.474
C 2.778 2.571 -1.388
O 3.961 0.295 -1.236
O 1.807 0.444 -2.533
C 0.355 -0.335 -0.558
F -0.618 0.582 -1.353
H -2.005 1.479 0.774
H -2.697 1.480 2.384
H -3.758 1.074 1.053
H -2.486 -1.317 -1.073
H -1.396 -2.718 -0.822
H -2.996 -2.702 -0.094
H -0.214 -0.062 1.443
H 1.106 -2.503 0.540
H 1.412 1.175 0.603
H 3.440 2.842 -0.573
H 1.797 3.014 -1.281
H 3.204 2.851 -2.350
H 0.659 -1.033 -1.334
La -2.783 0.324 -0.819
*
```

[3]
The following is a quantum chemistry calculation of C4H5BaO as an isolated structure, from OMol25.

The value obtained for the HOMO-LUMO gap (alpha / beta) is 6.88 / 6.86 eV. The calculation puts the energy above the lowest of the compared OMol25 structures with the same formula, charge and spin at 0.4964 eV. The energy is -255.4066 Ha.

The geometry in ORCA input format:
```
! RIJCOSX wB97M-V def2-TZVPD def2/J DEFGRID3
* xyz 2 2
H 0.724 0.875 1.647
C 0.673 -0.700 -1.897
C 0.550 -0.615 -0.550
C 0.595 0.642 0.158
C -0.479 0.998 1.053
O -1.401 0.270 1.427
Ba -3.391 0.000 3.385
H 0.762 0.195 -2.515
H 0.362 -1.517 0.036
H 0.556 -1.655 -2.409
H 1.049 1.507 -0.335
*
```

[4]
The following is a quantum chemistry calculation of C9H13N5S as an isolated structure, from OMol25.

The value obtained for the HOMO-LUMO gap is 7.21 eV. The calculation puts the energy above the lowest of the compared OMol25 structures with the same formula, charge and spin at 5.5024 eV. The energy is -1021.8325 Ha.

The geometry in ORCA input format:
```
! RIJCOSX wB97M-V def2-TZVPD def2/J DEFGRID3
* xyz 2 1
C -1.003 0.501 -2.329
C 2.858 2.401 -1.609
C 1.885 -1.315 0.196
C 1.019 2.074 1.113
C -0.988 0.563 0.454
C 0.204 0.514 -0.447
C 1.444 1.020 0.153
C -2.646 -1.241 -0.105
C -2.210 0.244 -0.203
N 0.747 -1.456 -0.297
N 0.006 0.733 -1.722
N 2.163 1.822 -0.896
N 2.277 0.002 0.677
N 2.570 -2.400 0.605
S -0.782 2.311 1.096
H -1.206 0.462 -3.360
H 3.538 2.966 -2.236
H 1.203 1.763 2.141
H 1.456 3.026 1.030
H -0.863 -0.053 1.397
H -2.415 -1.327 1.042
H -1.868 -1.838 -0.653
H -3.572 -1.453 -0.409
H -3.060 1.004 0.057
H -2.089 0.397 -1.415
H 3.071 0.181 1.173
H 2.045 -3.251 0.350
H 3.229 -2.329 1.346
*
```

[5]
The following is a quantum chemistry calculation of C3H12MnN2O10 as an isolated structure, from OMol25.

The value obtained for the HOMO-LUMO gap (alpha / beta) is 7.59 / 7.63 eV. The energy is -2134.6066 Ha.

The geometry in ORCA input format:
```
! RIJCOSX wB97M-V def2-TZVPD def2/J DEFGRID3
* xyz 0 6
Mn -0.120 0.808 0.466
O -4.036 1.414 -0.857
C -2.885 0.819 -1.389
O -2.995 0.180 -2.395
O -1.824 1.072 -0.699
H -3.696 1.947 -0.132
O 2.835 0.609 -2.685
C 1.688 0.190 -2.039
O 1.453 0.804 -0.962
O 1.052 -0.724 -2.571
H 2.831 0.004 -3.438
O 1.516 0.537 1.888
H 2.319 1.009 1.635
H 1.770 -0.034 2.619
O -0.076 3.001 0.461
H -0.642 3.706 0.133
H 0.718 3.432 0.793
O -1.439 0.693 2.199
H -2.290 1.120 2.051
H -1.348 0.598 3.151
C 0.302 -2.293 0.238
O -0.461 -1.322 0.315
N 0.603 -3.067 1.339
N 0.847 -2.643 -0.941
H 1.345 -3.741 1.295
H 0.262 -2.757 2.228
H 0.705 -2.017 -1.743
H 1.565 -3.345 -0.961
*
```

[6]
The following is a quantum chemistry calculation of C55H39Cl4ILiN4O2P3Se2 as an isolated structure, from OMol25.

The value obtained for the HOMO-LUMO gap is 4.70 eV. The energy is -10461.8969 Ha.

The geometry in ORCA input format:
```
! RIJCOSX wB97M-V def2-TZVPD def2/J DEFGRID3
* xyz -2 1
Li 1.080 -0.343 -2.500
Cl 3.130 2.871 -7.581
C 2.917 1.646 -6.384
C 3.921 0.732 -6.163
Cl 5.407 0.859 -7.048
C 3.736 -0.273 -5.208
Cl 5.023 -1.417 -4.954
C 2.586 -0.364 -4.433
O 2.399 -1.227 -3.494
C 1.528 0.614 -4.653
O 0.484 0.554 -3.924
C 1.733 1.572 -5.651
Cl 0.499 2.753 -5.947
Se -4.747 4.903 -0.658
P -3.288 4.225 0.687
C -2.075 5.487 1.166
C -1.160 5.142 2.153
C -0.108 5.991 2.431
C 0.020 7.184 1.736
C -0.900 7.528 0.759
C -1.949 6.674 0.467
C -4.135 3.838 2.248
C -4.683 4.897 2.961
C -5.452 4.648 4.080
C -5.690 3.338 4.474
C -5.159 2.281 3.753
C -4.386 2.532 2.633
C -2.190 2.914 0.214
C -1.577 1.667 0.400
N -0.511 1.665 -0.425
N -0.461 2.796 -1.060
N -1.446 3.568 -0.702
P -1.697 0.246 1.454
Se -0.172 -1.175 1.220
C -1.495 0.841 3.170
C -0.425 1.719 3.333
C -0.039 2.125 4.594
C -0.704 1.636 5.707
C -1.727 0.714 5.551
C -2.128 0.314 4.288
C -3.335 -0.526 1.238
C -4.261 -0.053 0.312
C -5.435 -0.755 0.101
C -5.685 -1.922 0.807
C -4.751 -2.407 1.711
C -3.571 -1.719 1.912
H -1.273 4.205 2.684
H 0.623 5.713 3.178
H 0.853 7.840 1.954
H -0.787 8.453 0.211
H -2.668 6.909 -0.306
H -4.504 5.907 2.615
H -5.870 5.472 4.642
H -6.314 3.139 5.334
H -5.350 1.260 4.054
H -3.979 1.713 2.058
H 0.100 2.071 2.453
H 0.786 2.816 4.714
H -0.411 1.958 6.697
H -2.213 0.295 6.422
H -2.932 -0.399 4.171
H -4.073 0.858 -0.241
H -6.145 -0.395 -0.631
H -6.599 -2.472 0.630
H -4.926 -3.334 2.242
H -2.805 -2.108 2.571
C 2.166 -5.867 -5.292
C 3.139 -4.927 -4.983
C 2.943 -4.047 -3.936
C 1.778 -4.088 -3.174
C 0.798 -5.016 -3.510
C 0.993 -5.900 -4.557
P 1.558 -2.864 -1.838
C 3.081 -3.128 -0.854
C 4.043 -4.106 -1.078
C 5.130 -4.228 -0.232
C 5.268 -3.389 0.862
C 4.295 -2.436 1.116
C 3.218 -2.306 0.262
C 0.469 -3.912 -0.770
C -0.895 -3.806 -1.037
C -1.818 -4.537 -0.316
C -1.387 -5.357 0.716
C -0.037 -5.457 1.000
C 0.887 -4.749 0.254
H 2.316 -6.575 -6.098
H 4.054 -4.870 -5.561
H 3.680 -3.291 -3.716
H -0.129 -5.055 -2.953
H 0.214 -6.616 -4.793
H 3.942 -4.792 -1.905
H 5.873 -4.990 -0.426
H 6.123 -3.485 1.516
H 4.377 -1.784 1.977
H 2.448 -1.575 0.467
H -1.223 -3.133 -1.823
H -2.875 -4.454 -0.534
H -2.103 -5.919 1.301
H 0.303 -6.089 1.811
H 1.939 -4.845 0.477
I 7.061 -0.366 -0.830
C 5.101 0.362 -0.515
C 4.846 1.225 0.534
C 3.550 1.694 0.683
C 2.588 1.277 -0.227
N 2.852 0.433 -1.205
C 4.075 -0.028 -1.357
H 5.636 1.537 1.204
H 3.297 2.369 1.488
H 1.566 1.619 -0.201
H 4.222 -0.722 -2.172
*
```